Record 1
Formula: C29H24BrN3O2Sn
Source: OMol25
Level of theory: ωB97M-V with the def2-TZVPD basis set

Each line ends with the natural charge from an NBO analysis.
CARTESIAN COORDINATES (ANGSTROEM)
Sn 0.67851 -0.65267 -0.18330  1.48
O -4.54091 0.84182 -1.44418  -0.74
C -3.85362 1.14022 -2.60707  0.37
C -4.43126 1.84085 -3.64815  -0.30
C -3.67390 2.11821 -4.77768  -0.15
C -2.35162 1.70988 -4.85540  -0.22
C -1.78092 1.01350 -3.80035  -0.15
C -2.52807 0.72099 -2.66898  -0.18
C -1.93550 -0.09984 -1.53958  0.25
O -0.60696 -0.33949 -1.68692  -0.93
N -2.16997 0.65447 -0.26630  -0.21
N -1.26911 0.70920 0.65620  -0.26
C -1.54660 1.44470 1.73108  0.02
C -0.72763 1.58728 2.85140  -0.14
Br 0.85641 0.57883 2.95136  0.16
C -1.15494 2.47162 3.83860  -0.04
C -0.62779 2.93551 5.06434  -0.06
C 0.61400 2.56954 5.64330  -0.13
C 1.00249 3.11887 6.84039  -0.21
C 0.17979 4.03797 7.49569  -0.07
C -1.04561 4.41456 6.95173  -0.22
C -1.44323 3.87242 5.75384  -0.11
H -5.47350 1.06359 -1.54556  0.51
H -5.46235 2.16730 -3.58170  0.23
H -4.12380 2.66132 -5.59736  0.24
H -1.76612 1.92889 -5.73689  0.24
H -0.75432 0.68105 -3.85038  0.24
H -2.51387 -1.02986 -1.41113  0.20
H -3.10542 1.05600 -0.14818  0.43
H -2.48280 1.99875 1.73386  0.21
H -2.11636 2.91565 3.59447  0.22
H 1.26696 1.86569 5.15733  0.23
H 1.95079 2.84026 7.27774  0.25
H 0.50088 4.46323 8.43754  0.24
H -1.67488 5.12753 7.46493  0.25
H -2.39267 4.16165 5.32095  0.22
N -0.68279 -2.22731 0.66241  -0.45
C -0.95120 -3.45887 0.63851  0.27
C -0.01903 -4.32331 -0.13907  -0.14
C 0.36207 -3.94145 -1.42590  -0.15
C 1.25648 -4.72830 -2.13496  -0.21
C 1.77758 -5.87590 -1.55382  -0.16
C 1.39711 -6.25138 -0.27055  -0.18
C 0.49297 -5.48158 0.44178  -0.17
C -2.12048 -4.01259 1.34776  -0.08
C -2.73081 -5.17013 0.86732  -0.17
C -3.84729 -5.67145 1.51625  -0.20
C -4.34256 -5.02897 2.64226  -0.15
C -3.72947 -3.87809 3.12569  -0.21
C -2.62250 -3.36326 2.47753  -0.18
H -0.09026 -3.07322 -1.89440  0.21
H 1.53453 -4.45512 -3.14364  0.24
H 2.47609 -6.48886 -2.10709  0.24
H 1.80336 -7.14958 0.17367  0.24
H 0.19049 -5.77075 1.43976  0.24
H -2.34128 -5.66672 -0.01137  0.23
H -4.32755 -6.56666 1.14636  0.24
H -5.20666 -5.43191 3.15316  0.24
H -4.11052 -3.39502 4.01496  0.23
H -2.11873 -2.48408 2.85969  0.21

Output
Energy ... -4221.9383 a.u.
E_LUMO (spin up / spin down) ... -8.47 / -7.47 eV
HOMO-LUMO gap (spin up / spin down) ... 0.186 / 0.223 Eh
Energy above the lowest of the compared OMol25 structures with the same formula, charge and spin ... 0.0 kJ/mol
Total charge ... +2
Highest occupied orbital energy (spin up / spin down) ... -13.54 / -13.54 eV

---

Record 2
Formula: C28H30FN5O2
Source: OMol25
Level of theory: ωB97M-V with the def2-TZVPD basis set

Each line ends with the natural charge from an NBO analysis.
CARTESIAN COORDINATES (ANGSTROEM)
C -4.34758 1.83801 6.89803  -0.61
C -3.48447 0.84866 6.12065  -0.21
N -4.23156 -0.36725 5.83859  -0.45
C -5.16063 -0.24748 4.71983  -0.22
C -4.64127 -0.94064 3.44513  -0.25
N -3.20325 -0.84496 3.36945  -0.42
C -2.59649 -0.12794 2.39041  0.41
C -1.19868 -0.09997 2.22396  -0.31
C -0.66856 0.66342 1.21225  -0.14
C -1.50439 1.38793 0.35523  -0.15
C -0.90151 2.23497 -0.75335  0.13
C -1.96166 2.82573 -1.68675  -0.61
C -0.08633 3.37962 -0.14414  -0.62
N -0.06039 1.38542 -1.60868  -0.61
C 1.21645 1.00792 -1.43564  0.68
O 1.94812 1.35906 -0.52728  -0.64
C 1.76807 0.11413 -2.51869  -0.19
C 3.13696 0.17353 -2.71286  -0.21
C 3.78104 -0.61693 -3.66579  0.26
N 5.13231 -0.53130 -3.83843  -0.57
C 5.81372 -1.28940 -4.75195  0.28
C 7.20069 -1.16557 -4.87716  -0.28
C 7.88343 -1.92743 -5.79806  -0.16
C 7.20330 -2.82813 -6.61462  -0.25
C 5.83884 -2.95723 -6.49886  -0.12
C 5.12175 -2.19600 -5.57151  -0.26
C 3.66597 -2.35646 -5.46687  0.60
O 3.03088 -3.12990 -6.16543  -0.59
C 3.02691 -1.50682 -4.44836  -0.21
C 1.64936 -1.58501 -4.24363  -0.24
C 1.04201 -0.79128 -3.30141  0.43
F -0.29875 -0.91916 -3.13697  -0.34
C -2.86507 1.27286 0.59198  0.07
N -3.39574 0.55495 1.56414  -0.50
C -2.48321 -1.46499 4.45787  -0.23
C -3.40788 -1.54497 5.68999  -0.22
H -3.75805 2.70874 7.17405  0.21
H -5.19557 2.16972 6.30492  0.20
H -4.72559 1.36524 7.80022  0.21
H -3.10403 1.33079 5.20613  0.17
H -2.62605 0.57675 6.74014  0.19
H -5.33126 0.80945 4.51509  0.20
H -6.11735 -0.69712 5.01073  0.19
H -4.92159 -2.00091 3.44723  0.18
H -5.05185 -0.46585 2.55540  0.26
H -0.54746 -0.67717 2.85966  0.22
H 0.40124 0.69404 1.07698  0.24
H -2.59746 3.52200 -1.14766  0.22
H -1.47127 3.36700 -2.49392  0.22
H -2.58207 2.04303 -2.11891  0.21
H 0.34735 3.99093 -0.93284  0.21
H -0.73967 3.99846 0.46611  0.21
H 0.71760 2.99641 0.47477  0.25
H -0.57797 0.95926 -2.36074  0.41
H 3.70355 0.85215 -2.09163  0.24
H 5.65215 0.10874 -3.25433  0.40
H 7.72749 -0.46665 -4.24298  0.21
H 8.95466 -1.82471 -5.88651  0.22
H 7.74859 -3.42024 -7.33300  0.22
H 5.28135 -3.64599 -7.11539  0.24
H 1.07381 -2.27973 -4.83572  0.26
H -3.59824 1.78459 -0.01620  0.19
H -2.13363 -2.47065 4.18063  0.19
H -1.61092 -0.85462 4.70769  0.20
H -2.80351 -1.67563 6.59043  0.21
H -4.07667 -2.40543 5.60863  0.20

Output
Energy ... -1609.1632 a.u.
E_LUMO ... -0.37 eV
HOMO-LUMO gap ... 0.266 Eh
Energy above the lowest of the compared OMol25 structures with the same formula, charge and spin ... 5.5 kJ/mol
Structure (SMILES) ... CCN1CCN(c2ccc(C(C)(C)NC(=O)c3cc4[nH]c5ccccc5c(=O)c4cc3F)cn2)CC1
Highest occupied orbital energy ... -7.62 eV